This record from the OMol25 dataset describes a molecular structure, C27H38BiN7O5P. The level of theory is the ωB97M-V functional and the def2-TZVPD basis.

```
79
C27H38BiN7O5P (the ωB97M-V functional and the def2-TZVPD basis)
Bi -0.72574 0.64583 1.15242
N 1.31526 3.05445 2.08398
N 2.25988 2.67958 3.04704
C 2.27238 1.42524 3.51396
N 3.31985 1.01454 4.22086
N 1.19581 0.69953 3.17394
N 1.27176 -0.63142 3.24716
O 2.12359 -1.27616 3.82082
O 0.35753 -1.19088 2.59108
H 1.71405 3.00041 1.14633
H 1.00579 3.99698 2.27788
H 3.10698 3.22000 3.13801
H 4.17071 1.55328 4.21774
H 3.37304 0.02599 4.42335
C 2.03438 3.83618 -1.19283
N 0.65707 3.95075 -0.71090
C 0.27197 5.35908 -0.74866
C -0.22532 3.15529 -1.56580
C -1.66993 3.18392 -1.07201
N -2.22046 1.91173 -0.53952
C -3.40279 2.26042 0.28119
C -2.66267 1.03795 -1.64460
H 2.12944 4.19874 -2.22992
H 2.36230 2.80483 -1.14100
H 2.68915 4.44393 -0.56720
H 0.28676 5.75706 -1.77657
H 0.97264 5.94290 -0.15197
H -0.72561 5.51663 -0.33710
H 0.15991 2.13521 -1.59122
H -0.19112 3.52768 -2.60276
H -2.33811 3.51608 -1.87393
H -1.75963 3.91497 -0.27074
H -4.13009 2.81013 -0.32517
H -3.09374 2.89617 1.11453
H -3.85762 1.35437 0.67298
H -3.48390 1.51359 -2.19141
H -3.01484 0.08904 -1.24010
H -1.83865 0.85792 -2.33138
O 3.28942 0.66742 1.23417
C 2.50878 0.07464 0.49419
O 1.45809 0.57962 -0.06304
C 2.69545 -1.39800 0.19034
C 3.96553 -1.94879 0.27357
C 4.18340 -3.27156 -0.08354
C 3.12295 -4.05563 -0.51635
C 1.84286 -3.52697 -0.56155
C 1.61732 -2.20022 -0.19694
P -0.08832 -1.57217 -0.34734
C -0.28477 -1.46706 -2.15975
C 0.49311 -0.53790 -2.85826
C 0.38500 -0.43098 -4.23547
C -0.48433 -1.25881 -4.93608
C -1.22632 -2.21071 -4.25370
C -1.12871 -2.31777 -2.87094
C -1.18140 -2.89140 0.26742
C -2.54138 -2.86301 -0.05228
C -3.42416 -3.77110 0.51034
C -2.96596 -4.70767 1.42651
C -1.62561 -4.72033 1.78633
C -0.73969 -3.81273 1.22015
H 4.77771 -1.31350 0.60393
H 5.18071 -3.68971 -0.03484
H 3.28802 -5.08355 -0.81426
H 1.02194 -4.15301 -0.88877
H 1.19158 0.08695 -2.31871
H 0.99648 0.28946 -4.76562
H -0.56407 -1.17780 -6.01280
H -1.87961 -2.88355 -4.79564
H -1.69501 -3.08515 -2.36352
H -2.92683 -2.12070 -0.73870
H -4.47223 -3.73907 0.23972
H -3.65473 -5.41819 1.86735
H -1.26395 -5.43535 2.51425
H 0.29442 -3.81730 1.53857
C -2.77323 -1.02650 2.78380
O -2.51900 -0.32853 1.56449
H -3.82337 -1.32298 2.79781
H -2.59381 -0.40160 3.66518
H -2.16632 -1.93076 2.87153
```

frontier orbital gap = 8.36 eV
LUMO level = -0.09847 Eh
energy above the lowest of the compared OMol25 structures with the same formula, charge and spin = 0.108 eV
charge = +1
spin multiplicity = 1


This record from the OMol25 dataset describes a molecular structure, C27H38BrGaN3O8. The level of theory is the ωB97M-V functional and the def2-TZVPD basis.

```
78
C27H38BrGaN3O8 (the ωB97M-V functional and the def2-TZVPD basis)
C 6.53005 2.20648 -2.28144
C 5.09066 1.41036 -2.00245
C 5.47581 -0.20526 -1.94470
C 5.51877 -0.80018 -0.41019
Ga 4.24224 -1.39594 -3.11916
Br 3.37980 -3.20650 -1.73406
C 2.61946 -0.31121 -3.90383
C 1.47423 -1.35710 -4.43441
C -0.03271 -1.09236 -3.77407
C -0.21201 -1.72042 -2.26998
N 0.20943 -0.81004 -1.13817
C -0.21596 -1.55654 0.14350
C -0.52287 0.51377 -1.13985
C 0.29097 1.85627 -1.71465
O -1.78660 0.71938 -0.75289
C 5.40867 -2.27840 -4.60133
C 6.90369 -2.76958 -4.05678
O 7.92385 -1.87922 -4.04703
O 7.21866 -4.13978 -3.62277
C 7.10197 -4.29370 -2.16411
C 8.06131 -3.56542 -1.04071
O 6.14196 -5.15109 -1.71868
H 6.80386 2.02880 -3.41196
H 6.46453 3.35108 -1.99174
H 7.32949 1.63358 -1.60531
H 4.58569 1.78828 -0.99212
H 4.39520 1.63159 -2.92672
H 6.57232 -0.30758 -2.40252
H 5.76761 -1.95511 -0.47864
H 6.43351 -0.29395 0.13479
H 4.53162 -0.62378 0.19961
H 2.26773 0.42138 -3.06195
H 3.05266 0.33299 -4.81068
H 1.37209 -1.20002 -5.61271
H 1.87319 -2.44206 -4.25295
H -0.35524 0.03311 -3.88293
H -0.77784 -1.70470 -4.47746
H 0.50745 -2.67087 -2.21496
H -1.30607 -2.13333 -2.19626
H 0.65814 -2.20995 0.59563
H -0.55639 -0.80616 0.99525
H -1.11854 -2.28458 -0.02985
H 1.43273 1.73566 -1.39555
H -0.18651 2.86584 -1.36443
H 0.30765 1.88566 -2.90589
H 4.79051 -3.15238 -5.07395
H 5.53464 -1.45727 -5.44350
H 8.47087 -2.51418 -1.40210
H 7.40502 -3.43183 -0.07468
H 8.98435 -4.24262 -0.70872
C -5.00117 2.21091 1.20831
C -5.71519 2.87477 2.20711
C -5.05208 3.36289 3.33469
C -3.66666 3.18382 3.45013
C -2.94859 2.51097 2.45258
C -3.62315 2.02478 1.33086
N -2.95990 3.71697 4.62090
O -3.63323 4.28948 5.49071
O -1.73053 3.56793 4.67061
H -5.52171 1.83704 0.32828
H -6.78924 3.01463 2.10512
H -5.62282 3.87810 4.10421
H -1.87393 2.36067 2.53171
H -3.07415 1.50377 0.54958
C -7.76664 -1.28392 5.90532
C -9.03024 -0.87721 6.33665
C -9.56227 0.33682 5.89794
C -8.81875 1.13724 5.01971
C -7.54673 0.73500 4.59119
C -7.02398 -0.47986 5.03898
N -9.38319 2.40247 4.53487
O -10.50340 2.73252 4.95187
O -8.70952 3.06584 3.73352
H -7.35837 -2.23401 6.24567
H -9.60236 -1.50865 7.01306
H -10.54843 0.63956 6.24320
H -6.95680 1.34874 3.91365
H -6.03870 -0.80234 4.70964
```

frontier orbital gap = 5.47 eV
LUMO level = 0.00883 Eh
charge = -1
spin multiplicity = 1


This record from the OMol25 dataset describes a gas-phase ion, C27H38F12NO5P2S (charge +1). The level of theory is the ωB97M-V functional and the def2-TZVPD basis.

```
86
C27H38F12NO5P2S (the ωB97M-V functional and the def2-TZVPD basis)
C 0.00115 -0.47345 5.36062
C -0.73890 0.30152 4.17987
P 0.50333 1.09125 3.00870
C 1.07849 2.75473 3.62759
C -0.13075 3.60963 4.23234
C -0.18639 1.11021 1.25583
C 0.08877 2.60665 0.77591
C -0.40630 2.91644 -0.70365
C -1.22290 4.26357 -0.80566
P -0.06753 5.73412 -0.94426
O -0.92984 6.86198 -1.41297
O 1.06993 5.51206 -2.11739
O 0.55918 6.17083 0.51953
C -1.12764 1.63475 -1.21229
S -1.42073 1.85022 -3.04172
O -1.27904 0.60163 -3.77794
O -0.56243 2.86389 -3.62664
C -3.19247 2.43187 -3.35237
F -3.23692 3.30103 -4.36064
F -3.81796 2.85359 -2.22333
F -3.88147 1.32324 -3.77230
C -0.52508 0.22060 -0.94134
C -1.72940 -0.78716 -1.03312
C -1.44843 -2.05869 -1.96277
C -2.30236 -3.22132 -1.33034
F -3.60195 -2.71051 -1.25992
F -1.88114 -3.50650 -0.04537
C -2.33808 -4.52815 -2.20302
F -2.36924 -4.18175 -3.52322
F -1.17122 -5.20799 -1.92806
C -3.58902 -5.46379 -1.92432
F -4.74483 -4.98042 -2.44407
F -3.33148 -6.64334 -2.60049
C -3.78817 -5.87196 -0.41657
F -2.65679 -6.27861 0.20123
F -4.65921 -6.93008 -0.41859
F -4.36104 -4.91346 0.35137
N 0.39192 0.08832 0.28517
C 0.31386 -1.32720 0.79770
C 1.42081 -1.78133 1.82880
C 1.75791 0.48268 -0.21388
C 2.64706 -0.60212 -0.84896
C 2.46044 -1.28958 -2.09716
C 3.39249 -2.27280 -2.62101
C 4.58999 -2.61672 -1.89200
C 4.81231 -1.92469 -0.62064
C 6.13153 -2.27838 0.13617
C 3.87240 -0.95320 -0.12193
H 1.09423 -0.56809 5.13791
H -0.38919 -1.52297 5.41624
H -0.19767 0.09450 6.30001
H -1.29663 -0.48957 3.60328
H -1.51726 1.01462 4.54207
H 1.73750 2.54421 4.51454
H 1.70419 3.33929 2.91790
H -0.44134 3.06325 5.16603
H -1.02985 3.61779 3.57490
H 0.20648 4.61524 4.57129
H -1.28733 0.90839 1.36958
H -0.55690 3.22712 1.45266
H 1.16184 2.88400 0.83501
H 0.52118 3.06620 -1.32531
H -1.85025 4.33510 -1.72911
H -1.82677 4.40464 0.12282
H 0.97533 6.27040 -2.72838
H 1.10204 6.96398 0.32204
H -2.16746 1.65351 -0.77384
H 0.13604 -0.01563 -1.81791
H -2.21036 -1.06204 -0.06490
H -2.55772 -0.27476 -1.59585
H -0.36580 -2.31289 -2.02817
H -1.83822 -1.86218 -2.98861
H -0.65263 -1.52939 1.32336
H 0.46539 -2.02576 -0.06357
H 2.21107 -1.02262 2.02078
H 0.96054 -2.00245 2.82613
H 1.90344 -2.74157 1.50485
H 1.73326 1.32306 -0.95818
H 2.29971 0.91434 0.67233
H 1.58157 -1.05468 -2.73094
H 3.16601 -2.72829 -3.60845
H 5.31903 -3.34683 -2.30524
H 5.90780 -2.67840 1.15089
H 6.73737 -2.96467 -0.49835
H 6.74536 -1.34520 0.26106
H 4.12313 -0.47326 0.84826
```

frontier orbital gap = 8.80 eV
LUMO level = -0.08496 Eh
SMILES = CCP(CC)[C@H]1C[C@H](CP(=O)(O)O)[C@@H](S(=O)(=O)C(F)(F)F)[C@H](CCC(F)(F)C(F)(F)C(F)(F)C(F)(F)F)[N@@+]1(CC)Cc1cccc(C)c1
charge = +1
spin multiplicity = 1


This record from the OMol25 dataset describes a molecular structure, C27H38I2N10O2Pd. The level of theory is the ωB97M-V functional and the def2-TZVPD basis.

```
80
C27H38I2N10O2Pd (the ωB97M-V functional and the def2-TZVPD basis)
Pd 0.51350 0.08403 -0.21237
C -2.34433 4.24638 0.23208
C -1.73332 3.73458 1.49980
N -2.13748 4.27867 2.62995
C -1.61435 3.94194 3.79875
C -0.59768 3.00789 3.93965
C -0.07951 2.64985 5.31351
O -0.30801 1.28036 5.61454
C -0.16056 2.36657 2.76970
C 0.79462 1.26633 2.87724
N 0.91597 0.21989 2.12376
C 1.64938 -0.84427 2.74006
C 1.43636 -1.15439 4.09028
C 2.14628 -2.16219 4.71790
C 3.07324 -2.91700 4.01521
C 3.27274 -2.66610 2.66805
C 2.55406 -1.65340 2.06096
I 2.90794 -1.25609 0.03115
C -0.72076 2.75798 1.54998
O -0.18443 2.21792 0.40977
H -3.30504 3.76280 0.04358
H -1.69620 4.09590 -0.62841
H -2.53936 5.30940 0.35494
H -2.03855 4.43865 4.66462
H -0.54296 3.30031 6.05462
H 0.99778 2.82635 5.36214
H -1.11080 1.18528 6.13688
H 1.40541 1.30651 3.77665
H 0.69671 -0.59746 4.64831
H 1.96947 -2.35705 5.76698
H 3.62966 -3.70231 4.50784
H 3.98385 -3.25042 2.09954
C -1.98391 -1.47742 -1.44979
N -0.85674 -1.68140 -0.48759
C -0.39328 -3.09796 -0.65340
N -1.47409 -4.01799 -0.40191
C -2.57083 -3.76738 -1.33997
N -3.06699 -2.39324 -1.19285
C -3.55168 -2.21526 0.17836
N -2.48497 -2.47741 1.14846
C -1.39302 -1.55955 0.90542
C -1.98182 -3.84305 0.96012
H -1.60531 -1.65291 -2.45886
H -2.34321 -0.45111 -1.37489
H 0.42720 -3.29445 0.03916
H -0.03522 -3.23155 -1.67565
H -3.38346 -4.46123 -1.13072
H -2.23104 -3.92911 -2.36417
H -4.38036 -2.89858 0.35745
H -3.91515 -1.19316 0.30753
H -0.59157 -1.79588 1.60470
H -1.75205 -0.54431 1.07647
H -2.78635 -4.55539 1.13650
H -1.18337 -4.03560 1.67954
I 1.27559 4.95149 -1.86785
C -1.08215 1.57939 -0.44818
H -2.08514 1.49786 -0.03425
H -1.06515 2.00475 -1.44519
C 0.03096 0.93567 -3.49241
N 1.03329 0.34708 -2.53672
C 2.20514 1.28795 -2.51084
N 2.74967 1.51274 -3.82421
C 1.71975 2.07120 -4.70212
N 0.58118 1.15505 -4.80634
C 1.05413 -0.11244 -5.36783
N 2.07137 -0.69085 -4.49146
C 1.50704 -0.92310 -3.19214
C 3.20114 0.23220 -4.38197
H -0.30276 1.90225 -3.11489
H -0.82254 0.25829 -3.55856
H 2.99423 0.87006 -1.88536
H 1.89923 2.25298 -2.08489
H 2.14153 2.23861 -5.69172
H 1.38171 3.02908 -4.30080
H 1.48188 0.06581 -6.35308
H 0.21997 -0.80824 -5.47399
H 2.26367 -1.40055 -2.57073
H 0.65367 -1.59950 -3.27931
H 3.62713 0.39958 -5.36957
H 3.96911 -0.20029 -3.73714
```

frontier orbital gap (spin up / spin down) = 7.49 / 4.81 eV
LUMO level (spin up / spin down) = -0.23272 / -0.33470 Eh
energy above the lowest of the compared OMol25 structures with the same formula, charge and spin = 1.537 eV
charge = +2
⟨S²⟩ = 6.0165
spin multiplicity = 5


This record from the OMol25 dataset describes a molecular structure, C27H39Cl33I2N3O2S. The level of theory is the ωB97M-V functional and the def2-TZVPD basis.

```
107
C27H39Cl33I2N3O2S (the ωB97M-V functional and the def2-TZVPD basis)
C 2.25013 -0.12498 0.55574
C 1.58877 0.91813 -0.35785
I 2.69355 0.80441 -2.20369
C 1.61179 2.29299 0.38033
I 3.14876 3.61645 -0.33710
C 0.25652 3.03774 0.24653
C -0.16566 2.90388 -1.20997
N -1.13599 3.96107 -1.69900
C -2.57485 3.51798 -1.67910
C -3.02577 2.95836 -3.00530
C -2.19631 1.80678 -3.61147
C -2.71239 0.41454 -3.24642
C -2.63897 0.02977 -1.76013
C -3.86957 -0.78426 -1.28731
C -4.81265 0.04383 -0.41809
S -5.90784 0.89095 -1.58735
C -6.74763 2.11557 -0.69936
N -7.71559 2.78669 -1.25109
N -8.13319 3.69926 -0.28171
C -7.38875 3.48763 0.75248
O -6.48165 2.49345 0.56958
C -0.91796 5.28202 -1.01959
C -0.78961 5.07169 0.46025
O 0.42465 4.37102 0.66675
H 3.32813 -0.01669 0.54066
H 1.84313 -0.04523 1.55805
H 2.03904 -1.10982 0.15461
H 0.57968 0.56884 -0.53119
H 1.81976 2.10802 1.42263
H -0.45246 2.56338 0.92909
H -0.68598 1.96252 -1.30541
H 0.66919 2.88349 -1.89857
H -0.89499 4.12226 -2.67545
H -3.16447 4.39918 -1.45512
H -2.71132 2.84752 -0.84089
H -3.00445 3.78729 -3.71278
H -4.05925 2.63874 -2.94565
H -1.12904 1.86054 -3.39896
H -2.28147 1.90011 -4.68940
H -3.70861 0.26406 -3.64305
H -2.08532 -0.29485 -3.78053
H -2.60423 0.89822 -1.11104
H -1.75612 -0.56736 -1.55079
H -4.40521 -1.17211 -2.14887
H -3.55719 -1.64983 -0.71214
H -5.41516 -0.60102 0.20990
H -4.27764 0.74341 0.21297
H -7.46072 4.04107 1.66554
H -1.67766 5.99647 -1.30853
H 0.03093 5.65985 -1.38568
H -1.61336 4.48036 0.86305
H -0.74199 6.00717 1.00018
C 1.07094 -1.35817 -5.93292
Cl 1.63255 -2.17440 -4.47749
Cl 0.05149 0.03241 -5.51810
Cl 2.42450 -0.85480 -6.93611
H 0.46670 -2.05270 -6.50006
C 1.13392 0.88658 4.71283
Cl 2.82351 1.19539 4.32270
Cl 0.08319 2.06954 3.93549
Cl 0.66174 -0.74582 4.23232
H 1.00849 0.97542 5.78044
C 7.35968 2.09352 -0.57000
Cl 7.55228 0.65651 -1.58111
Cl 5.85278 1.97482 0.34547
Cl 8.74288 2.32831 0.48891
H 7.28653 2.94978 -1.22664
C 0.40735 -3.08205 7.02778
Cl 0.75383 -4.45614 5.97823
Cl -1.06462 -3.35828 7.96343
Cl 1.77122 -2.73612 8.08596
H 0.23948 -2.21770 6.40315
C 8.25687 -2.01781 -4.13482
Cl 9.98489 -2.33841 -4.14295
Cl 7.73848 -1.26670 -5.64679
Cl 7.33987 -3.48599 -3.81006
H 8.05497 -1.32256 -3.33292
C -2.58545 2.46057 6.86878
Cl -2.51776 4.05728 6.12678
Cl -3.38806 1.30249 5.81007
Cl -0.96306 1.89724 7.28822
H -3.15607 2.53554 7.78414
C 11.04064 -2.29947 0.02891
Cl 12.45683 -1.38342 0.53981
Cl 9.84654 -1.23015 -0.71912
Cl 11.49435 -3.61482 -1.05161
H 10.58811 -2.73453 0.90934
C 6.22148 -5.97399 -0.48415
Cl 7.66838 -5.03924 -0.10261
Cl 4.97541 -4.93385 -1.18085
Cl 6.60381 -7.30335 -1.57292
H 5.83574 -6.39023 0.43592
C -7.20793 -3.36964 -1.98061
Cl -7.29267 -3.08093 -0.24013
Cl -7.71831 -1.93351 -2.85948
Cl -5.57070 -3.86385 -2.41834
H -7.88519 -4.17714 -2.22281
C -1.27471 -4.74402 -1.07079
Cl 0.16310 -5.12056 -2.00817
Cl -1.00507 -3.32773 -0.04266
Cl -2.67509 -4.49200 -2.11407
H -1.48692 -5.58636 -0.42676
C -4.13978 -4.64114 6.41083
Cl -4.97513 -3.10806 6.67309
Cl -5.02767 -5.97666 7.13471
Cl -3.86776 -4.91994 4.68839
H -3.17350 -4.57378 6.88967
```

frontier orbital gap = 8.52 eV
LUMO level = -0.08863 Eh
charge = +1
spin multiplicity = 1


Listing molar mass for the structures above in their given order: 780.60 682.24 778.59 894.90 1893.45 g mol⁻¹.